Record 1
Entry from the OMol25 dataset: a molecular structure, C3H4O4 (ωB97M-V/def2-TZVPD).

The calculation puts the gap between HOMO and LUMO (spin up / spin down) at 7.5 / 7.5 eV. The value obtained for the maximum force is 2.19 eV Å⁻¹. The HOMO energy (spin up / spin down) comes out at -7.924 / -7.923 eV. As for the relative energy (zero: lowest compared OMol25 entry of this formula, charge and spin): 460.9 kJ/mol.

Element x y z (Å)
C1 0.9212 -0.5790 1.0068
C2 0.2572 0.5364 0.2557
C3 -0.9790 0.3139 -0.3124
O1 1.6369 -0.3352 -0.5521
O2 0.6569 1.7776 0.6013
O3 -1.2506 -0.9011 -0.9059
O4 0.7383 -1.6491 1.4371
H1 1.3510 -1.0804 -1.1146
H2 0.2185 2.4088 0.0124
H3 -1.7464 -1.4820 -0.3084
H4 -1.8039 0.9900 -0.1200

Record 2
Entry from the OMol25 dataset: 8 unconnected molecules or ions with the total composition C33H76B3F12N7O3 (ωB97M-V/def2-TZVPD).

The calculation puts the gap between HOMO and LUMO at 9.6 eV. Its charge is +2. The value obtained for the maximum force is 5.95 eV Å⁻¹. The HOMO energy comes out at -13.935 eV.

Element x y z (Å)
C1 9.0655 13.6064 16.4609
N1 9.7698 12.3508 15.9273
C2 9.3180 12.1403 14.4175
C3 11.2556 12.6594 15.7883
C4 9.3621 11.0357 16.6165
C5 10.2301 10.6372 17.8519
O1 10.2533 11.6122 18.8783
H1 9.3033 14.4185 15.7738
H2 9.5871 13.6858 17.4147
H3 7.9871 13.4478 16.4679
H4 9.4237 13.1061 13.9233
H5 8.2527 11.9156 14.3645
H6 9.9293 11.4021 13.8983
H7 11.8005 11.8152 15.3659
H8 11.5151 12.8377 16.8318
H9 11.3929 13.5894 15.2366
H10 9.4907 10.2835 15.8382
H11 8.3042 11.0492 16.8789
H12 11.2607 10.4139 17.5759
H13 9.8600 9.6594 18.1602
H14 10.8802 11.2303 19.4971
C6 19.7575 15.7599 14.7466
C7 18.9889 14.4737 14.2623
N2 17.8009 14.8650 13.6436
C8 17.5766 14.9337 12.2795
C9 16.2533 15.3820 12.0696
N3 15.6914 15.6423 13.2998
C10 16.6322 15.2684 14.2909
C11 14.2762 15.9510 13.4675
H15 20.7857 15.4068 14.8258
H16 19.3561 15.9572 15.7406
H17 19.6065 16.6059 14.0761
H18 18.7704 13.7353 15.0337
H19 19.5522 13.8826 13.5402
H20 18.3389 14.6801 11.5578
H21 15.6246 15.6631 11.2376
H22 16.5776 15.2721 15.3695
H23 13.4916 15.2944 13.0914
H24 13.9956 16.9697 13.1995
H25 14.0304 15.9666 14.5293
C12 19.8480 12.0636 9.0973
C13 21.1384 11.7496 9.7724
N4 21.4048 10.2880 9.7743
C14 20.8485 9.3531 10.5924
C15 21.2983 8.0690 10.3123
N5 22.1846 8.3092 9.2569
C16 22.1785 9.6372 8.9059
C17 22.9321 7.3143 8.4744
H26 19.5204 11.3361 8.3547
H27 19.9262 13.1097 8.8013
H28 18.9434 11.9778 9.6993
H29 21.1921 12.1021 10.8024
H30 21.9448 12.1817 9.1798
H31 20.1988 9.7115 11.3772
H32 21.0916 7.0844 10.7051
H33 22.8408 10.0447 8.1564
H34 22.5346 7.3113 7.4595
H35 22.7569 6.3363 8.9229
H36 23.9613 7.6726 8.4926
C18 17.7672 11.1015 18.7193
C19 16.4853 10.3208 19.1394
N6 16.0094 9.2204 18.1098
C20 15.7583 9.8704 16.7690
C21 17.1410 8.1340 17.9028
C22 16.8029 6.9252 16.8705
C23 14.6780 8.5952 18.6259
C24 14.6495 8.0363 20.0095
O2 15.6766 7.1055 20.3461
C25 15.4267 6.3079 21.4710
H37 18.6863 10.5712 18.4702
H38 17.9590 11.7603 19.5663
H39 17.6480 11.6997 17.8159
H40 15.7071 11.0730 19.2686
H41 16.6969 9.7612 20.0505
H42 15.1759 10.7740 16.9490
H43 15.2544 9.1222 16.1571
H44 16.6801 10.2700 16.3463
H45 17.3642 7.7125 18.8829
H46 18.0752 8.6367 17.6525
H47 17.5401 6.1243 16.9278
H48 16.6351 7.2473 15.8429
H49 15.7968 6.5649 17.0852
H50 14.2506 7.8993 17.9040
H51 14.1084 9.5146 18.4906
H52 13.6674 7.5713 20.0948
H53 14.5748 8.8291 20.7539
H54 15.3807 6.9100 22.3785
H55 16.2921 5.6566 21.5929
H56 14.5312 5.6888 21.4168
C26 12.3471 11.7213 11.0443
C27 13.7029 11.9338 11.7531
N7 14.8549 11.0886 11.0960
C28 14.6856 11.1545 9.5632
C29 16.2449 11.6394 11.4379
C30 16.4560 11.6237 12.9931
C31 14.6799 9.6323 11.6323
C32 15.8413 8.6824 11.4145
O3 16.0714 8.5498 9.9824
C33 17.0283 7.5622 9.7164
H57 12.2391 12.1293 10.0393
H58 11.6200 12.3087 11.6050
H59 12.0124 10.6840 11.0368
H60 13.6045 11.7294 12.8193
H61 14.0547 12.9639 11.6959
H62 14.6098 12.1760 9.1906
H63 13.9083 10.5236 9.1319
H64 15.5826 10.7097 9.1323
H65 16.2598 12.6434 11.0138
H66 16.9429 11.0460 10.8474
H67 15.6233 12.1465 13.4636
H68 17.3540 12.1082 13.3763
H69 16.4696 10.6084 13.3894
H70 13.7188 9.3134 11.2291
H71 14.5419 9.7349 12.7086
H72 15.6379 7.7476 11.9367
H73 16.7687 8.9731 11.9080
H74 17.0444 7.2403 8.6752
H75 16.9912 6.6616 10.3294
H76 17.9878 7.9514 10.0568
B1 14.7037 14.9107 8.9724
F1 14.7131 16.3039 8.9992
F2 15.9060 14.2926 9.2615
F3 13.7837 14.4666 9.9080
F4 14.4271 14.5293 7.6802
B2 20.0355 10.5729 13.9847
F5 20.0874 11.7352 13.3524
F6 19.1755 9.7039 13.3064
F7 21.3257 10.0732 13.9440
F8 19.5891 10.6661 15.2992
B3 12.5574 9.3639 14.4914
F9 13.3969 10.3974 14.8559
F10 11.6520 9.7969 13.5271
F11 13.1894 8.1713 14.1424
F12 11.8130 9.0820 15.6142